[1]
A structure of composition C20H30N4O5S3Sr, computed with ωB97M-V with the def2-TZVPD basis set.

total charge = -2
HOMO-LUMO gap = 5.348 eV
E = -2600.8399 a.u.
HOMO = -1.160 eV
E_LUMO = 4.188 eV
energy above the lowest of the compared OMol25 structures with the same formula, charge and spin = 0.000 eV
max |F| = 0.010 hartree/bohr

Element x y z (Å)
H  5.99504  0.75878  -3.81617
Sr  0.32916  -0.70514  0.53055
H  -1.01024  -3.13895  3.25406
C  -2.28693  -3.39539  1.55710
C  0.80780  -4.78170  1.08362
S  -2.01944  1.44568  0.91474
C  -1.52109  5.92724  0.18182
C  4.88070  -1.08536  -3.81318
N  -0.43717  -4.64905  -1.12107
H  -3.50316  6.11619  0.97233
C  4.53463  0.68599  -2.24492
H  0.14303  2.98228  -0.18165
H  -3.79479  3.66821  1.32780
S  1.93936  -2.33824  -1.35612
C  5.21421  0.17502  -3.33910
C  -0.65977  3.66957  0.06378
H  1.01422  -5.52399  1.87867
C  -1.85389  3.19091  0.59318
H  4.78451  1.67016  -1.86512
H  -2.32166  0.64588  3.52244
H  -0.34648  7.73464  0.22063
C  -2.70300  5.42989  0.71418
H  0.48186  -6.34118  -0.33387
H  0.42789  5.39757  -0.55373
H  0.85341  -3.06684  2.20492
C  -1.34445  7.40178  -0.06932
H  -0.87937  1.53513  4.00509
O  -0.94715  -1.06113  4.86076
H  -0.97181  -5.84544  0.50184
H  3.60245  -2.78309  -3.53755
H  -1.14286  -4.81416  2.70509
H  0.40499  -4.35260  -1.61149
H  1.75529  -4.49131  0.62399
C  -0.50366  5.02855  -0.13927
H  0.79231  1.24027  -4.32407
O  -3.41191  1.23358  1.27446
H  -2.19641  -1.38107  1.90016
C  -0.05978  -5.46242  0.02951
N  -0.96366  1.05230  1.94927
H  0.33210  -0.17268  -3.34970
N  -2.18073  -2.00900  1.10137
H  -2.38796  -4.03718  0.67992
C  0.44763  0.91514  -3.34180
H  1.21216  1.16914  -2.60393
C  -2.87508  4.06532  0.91926
C  3.51583  -0.01380  -1.58229
C  3.87616  -1.79768  -3.17760
C  -1.24884  0.74951  3.33742
C  -0.57262  -0.57055  3.78685
H  -1.08905  1.41574  -2.20264
O  -0.78476  1.59673  -3.10372
C  -1.03969  -3.77167  2.36486
S  2.75471  0.76997  -0.20017
H  -0.83237  -3.77617  -0.78287
H  -2.07490  7.98719  0.49090
H  -2.96527  -1.74040  0.51921
N  0.19975  -3.57880  1.62484
H  -1.47116  7.63644  -1.12928
O  -1.60293  0.83129  -0.36655
H  -3.16958  -3.56912  2.19026
C  3.17649  -1.30392  -2.06930
O  0.30500  -1.05720  3.00171
H  5.39296  -1.51090  -4.67013

Atoms 1-2, force components in eV/Å:
0.00 0.01 0.01
0.20 -0.45 0.12

=====

[2]
A structure of composition C35H24AsF6NOSTl, computed with ωB97M-V with the def2-TZVPD basis set.

total charge = +1
HOMO-LUMO gap = 8.372 eV
E = -4883.6244 a.u.
HOMO = -11.376 eV
E_LUMO = -3.005 eV
energy above the lowest of the compared OMol25 structures with the same formula, charge and spin = 0.176 eV
max |F| = 0.009 hartree/bohr

Element x y z (Å)
H  4.13263  -0.25366  0.07503
H  6.12366  -0.76966  -1.28738
H  -4.07560  0.65328  -3.03413
C  5.06921  -0.66684  -3.15265
H  2.29822  1.46726  4.89664
C  0.07663  -4.36434  0.46350
C  -0.84657  -2.84941  2.08983
C  0.22941  4.82078  -0.34439
H  2.70098  -0.85080  4.15791
H  -0.00322  5.86940  -0.21465
C  -0.71376  -3.83055  3.06903
C  0.70105  4.08798  0.73522
F  -2.64011  -2.61078  -4.61886
C  2.15308  -0.46269  2.12149
F  -0.25376  -0.26613  -3.37678
F  -1.58086  -0.19839  -5.08363
H  -4.15170  -0.47379  -4.40796
As  1.26810  0.30605  -0.60715
H  -0.32053  4.81241  -2.41954
Tl  -0.72036  -1.44636  -0.56140
C  -0.45086  -3.12250  0.77548
C  1.69701  2.16582  2.96789
H  -3.08802  1.53778  5.14095
H  -3.51836  3.60946  3.87046
H  -4.67442  -0.99151  -2.79064
O  -2.35427  -0.68145  -1.61690
H  0.82410  4.56809  1.69717
H  1.76769  -0.02238  -3.51063
C  0.05122  4.22813  -1.58892
C  1.48773  1.83025  1.63615
C  5.17064  -0.60259  -1.77071
C  -0.19186  -5.07220  2.74773
H  -3.02778  3.73793  1.45961
C  -1.53233  0.00094  -3.76883
H  5.94623  -0.88528  -3.74686
F  -1.12994  -2.76804  -3.07242
C  1.00576  2.74295  0.57436
C  3.84817  -0.45304  -3.77765
H  0.61193  -6.30807  1.19077
C  0.20493  -5.33910  1.44694
F  -3.21326  -3.08080  -2.59070
C  0.82759  2.16397  -0.68723
H  0.20198  2.41625  -2.73168
H  1.51948  3.17536  3.31471
H  -2.07973  1.78930  0.25638
F  -1.72599  1.30387  -3.53656
C  2.83140  -0.10521  -1.63522
C  -2.81809  2.82245  1.99620
C  2.13438  1.19871  3.86152
C  2.72082  -0.17557  -3.02057
C  1.72528  0.51141  1.23407
C  -2.39943  -2.33922  -3.34147
C  0.34860  2.88376  -1.76763
C  -3.95947  -0.38326  -3.33978
H  -1.02155  -3.62841  4.08810
H  -0.09730  -5.83075  3.51246
C  -2.03356  0.57891  2.03814
H  3.77204  -0.50624  -4.85519
H  0.38702  -4.59161  -0.54815
C  -2.32618  0.50653  3.40218
C  -2.55190  -0.84625  -2.97778
C  4.05067  -0.31757  -1.00268
C  -2.28716  1.74528  1.31881
S  -1.92896  -1.07396  4.00046
H  2.30940  -1.48537  1.79743
N  -1.49315  -0.58973  1.52867
C  -3.09873  2.74929  3.36680
C  -1.39001  -1.52599  2.42162
C  2.36280  -0.10839  3.44775
C  -2.86108  1.59431  4.08525

Atoms 1-2, force components in eV/Å:
0.01 0.01 0.00
0.01 0.00 0.00

=====

[3]
A cluster of 2 separate species, C10H12S in total in a non-equilibrium geometry, computed with ωB97M-V with the def2-TZVPD basis set.

total charge = 0
HOMO-LUMO gap (alpha / beta) = 6.572 / 6.583 eV
E = -786.1873 a.u.
HOMO (alpha / beta) = -7.124 / -7.105 eV
E_LUMO (alpha / beta) = -0.553 / -0.522 eV
energy above the lowest of the compared OMol25 structures with the same formula, charge and spin = 5.500 eV
max |F| = 0.099 hartree/bohr

Element x y z (Å)
H  -1.33853  2.21525  -0.82554
H  -0.17015  -1.28367  3.04622
C  -0.28279  1.97508  -0.90318
C  0.44294  2.54715  -1.89452
C  2.44825  0.22136  0.72192
C  -0.24710  -1.63960  1.98847
S  -2.43598  0.48003  0.74866
C  2.27195  1.19212  -1.40499
H  -2.91873  -1.62423  1.22034
C  1.76001  2.20382  -2.17966
H  -1.28660  -1.97243  1.77110
H  2.12867  0.11503  1.73671
C  -3.13167  -1.15925  0.33566
C  -0.77202  0.20168  0.52372
H  2.17579  2.46457  -3.11152
H  3.46811  0.19136  0.68694
H  -2.71006  -1.48694  -0.59919
H  3.33811  1.00732  -1.53581
C  0.15047  0.87831  -0.18798
C  1.66042  0.62763  -0.31963
H  -4.23424  -1.13460  0.38373
H  0.24089  3.55765  -2.30363
H  0.65399  -2.14078  1.54871

Atoms 1-2, force components in eV/Å:
0.24 0.45 0.22
0.21 0.02 -1.21

=====

[4]
A cluster of 8 separate species, C34H63O28PS7 in total in a non-equilibrium geometry, computed with ωB97M-V with the def2-TZVPD basis set.

structure (SMILES) = CCCCCCCCCCCCPCCc1ccccc1.O=S1(=O)OCCO1.O=S1(=O)OCCO1.O=S1(=O)OCCO1.O=S1(=O)OCCO1.O=S1(=O)OCCO1.O=S1(=O)OCCO1.O=S1(=O)OCCO1
total charge = 0
HOMO-LUMO gap = 8.084 eV
E = -6568.4304 a.u.
HOMO = -8.083 eV
E_LUMO = 0.001 eV
energy above the lowest of the compared OMol25 structures with the same formula, charge and spin = 0.000 eV
max |F| = 0.052 hartree/bohr

Element x y z (Å)
H  5.30582  -1.13675  0.15597
H  2.97049  -6.71892  -2.44572
H  4.57151  0.90098  -0.36507
H  0.72005  3.75156  1.08519
P  -0.55261  1.77245  1.79964
C  -10.53863  6.14120  -4.13659
H  -3.19569  1.10293  3.81772
H  -0.83847  -1.10971  -3.99468
C  3.43232  -2.09334  0.69766
S  -5.40205  -2.31894  6.23317
O  6.92667  -4.71365  -4.14010
H  5.58363  -0.77055  -3.86128
S  -11.71311  4.35227  -5.41385
H  0.45330  -2.78752  2.50896
H  -11.07638  6.19712  -3.18706
H  2.84374  0.45113  -0.02847
O  2.31751  1.62869  -4.13977
H  -3.76431  5.78660  0.29889
C  -2.38515  -2.99198  1.21568
H  -4.29006  1.37919  2.43821
H  3.83323  0.95267  2.58155
H  -4.78420  -4.42977  4.32252
O  -11.39776  4.05721  -6.76790
C  -2.31857  2.27857  2.17613
O  -0.03600  2.08535  -3.48070
C  4.91890  4.72468  -3.14989
O  -5.86907  -2.74239  4.75029
C  3.56195  -1.56429  5.53345
H  -9.99460  7.06956  -4.29863
C  2.97801  2.71267  1.45210
C  3.86806  0.49091  0.39910
H  -2.77274  2.69861  1.24500
H  -6.50259  -4.51510  3.86758
O  -4.03308  -1.93777  6.18244
S  4.31993  2.41443  -2.47117
H  3.54297  3.66704  1.53868
H  2.57932  -1.41719  6.04433
O  4.68219  -3.81687  -3.52458
S  4.20776  -6.60341  0.72250
O  5.25166  -5.85758  -0.24961
H  1.52627  -0.90668  -5.93670
C  1.99672  -1.84352  1.31742
C  0.57002  3.27937  2.08540
H  2.49795  2.65714  0.44881
O  -6.87103  4.97611  -2.36818
H  3.31236  -2.27609  -0.39966
H  -8.90490  5.00933  -4.99585
C  -2.80325  -1.37380  3.06576
O  -6.40582  -1.49144  6.80001
H  -2.32840  3.07887  2.95680
C  3.97139  1.49158  1.61900
H  -4.91286  3.89652  1.31691
C  -4.00271  4.94615  -0.35788
O  3.05712  -6.88166  -0.37334
C  3.36685  -6.18404  -1.58496
C  -6.12390  -4.69232  6.00591
H  2.24705  3.24995  3.53045
H  4.87462  -0.79984  1.85749
H  4.11258  -0.59313  5.60544
S  -6.18810  5.63819  -1.31071
O  -5.49006  -3.78031  6.90747
C  0.51627  -0.63623  -5.61747
C  1.94357  2.67117  2.63243
O  4.58760  3.43969  -3.68459
H  5.52812  5.28666  -3.85451
O  0.44832  0.78826  -5.52036
H  1.86246  -0.81462  1.73276
C  1.54593  -2.95306  2.32306
H  3.98708  5.26481  -2.96387
H  1.74907  1.61519  2.94092
O  2.92938  2.34290  -2.22605
S  6.07548  -3.64051  -3.76732
H  5.33098  -7.02718  -1.93445
H  -2.19541  -4.04008  0.91382
O  4.75317  -7.85418  1.11905
H  -7.19922  -4.67069  6.19844
C  -9.63290  4.92788  -4.18501
C  -5.06721  4.05636  0.25164
H  0.13686  3.99380  2.81637
H  1.63609  -3.96085  1.85457
C  -5.80148  -4.16449  4.62171
C  0.23196  -1.13359  -4.21402
O  -6.45325  6.98953  -0.96317
H  -0.20381  -1.00582  -6.34444
C  -3.23479  1.11320  2.70387
H  4.15025  -2.40376  5.95364
H  6.68940  4.14101  -2.04360
H  5.21499  -5.27199  -2.24892
C  -2.91345  -0.27759  2.12427
C  -2.75065  -0.58215  0.73954
C  6.53367  -1.23032  -4.14385
C  3.23251  -1.75386  3.99328
H  1.45041  -2.85775  4.52858
H  -2.93724  -1.15541  4.14459
O  -4.60440  5.46817  -1.54718
H  0.61325  -2.13916  -4.04601
O  6.71340  -2.88405  -2.50077
O  4.97102  3.30683  -1.29041
C  -2.48050  -1.91761  0.26852
O  -12.94157  3.96511  -4.81579
C  5.65219  4.42943  -1.85461
S  0.95576  1.24641  -4.05482
H  -0.54000  1.44647  0.41377
H  3.91906  -3.00170  1.12214
O  5.13315  1.26299  -2.67389
H  -5.74915  -5.70216  6.16114
H  8.36492  -1.86341  -3.17402
C  2.24295  -2.93234  3.73992
H  2.84839  -0.76307  3.65730
H  1.27563  -1.89095  0.45880
H  4.19839  -2.02202  3.50567
C  -2.53668  -2.71032  2.62320
H  7.28060  -0.91786  -2.12560
H  2.78549  -3.89329  3.92352
H  5.63113  5.27168  -1.16555
H  -3.09010  4.40320  -0.59490
O  0.88578  -0.20184  -3.34928
C  7.32173  -1.65745  -2.92279
H  -5.11452  3.09016  -0.25727
O  -6.30230  4.74203  0.02251
O  -11.49543  5.93290  -5.18045
H  7.08986  -0.54726  -4.78163
H  5.00203  1.93128  1.65442
H  2.90957  -5.19280  -1.53076
C  4.87571  -6.08681  -1.61190
H  -2.36364  -2.13394  -0.81226
O  3.73325  -5.63879  1.64871
H  -9.11058  4.76095  -3.24688
H  -2.84735  0.20969  -0.02848
H  -2.46270  -3.52943  3.36705
C  4.44397  -0.90599  0.83569
O  6.24860  -2.45408  -4.83865
O  -10.50685  3.83222  -4.48073

Atoms 1-2, force components in eV/Å:
-0.55 0.04 0.61
-0.04 -0.17 0.20

=====

[5]
A cluster of 6 separate species, C6H24O5 in total in a non-equilibrium geometry, computed with ωB97M-V with the def2-TZVPD basis set.

structure (SMILES) = CCCCCC.O.O.O.O.O
total charge = 0
HOMO-LUMO gap = 10.694 eV
E = -619.1085 a.u.
HOMO = -10.511 eV
E_LUMO = 0.183 eV
energy above the lowest of the compared OMol25 structures with the same formula, charge and spin = 1.830 eV
max |F| = 0.100 hartree/bohr

Element x y z (Å)
H  2.27980  -0.63421  2.91589
C  -1.16618  -1.26777  -0.21224
H  1.74134  -1.24950  0.44603
H  -2.83426  0.60697  0.62430
C  -2.17935  1.54769  0.61869
H  -0.15744  2.17889  -0.01036
H  2.71921  0.60998  2.23254
O  3.25384  0.47051  -2.27863
H  -2.37041  1.42812  2.69792
H  -1.92317  -1.37113  0.62060
O  -1.17711  -1.29633  3.21219
H  3.16306  0.12952  -1.42304
C  -0.94625  1.42321  -0.17717
H  -0.08308  1.19334  -3.55985
H  -1.96421  -2.37442  -2.09406
H  -2.80984  2.37616  0.36579
H  -0.72165  1.93170  2.31176
O  2.20490  -1.39359  -0.33202
O  2.07223  -0.06142  2.27292
H  0.26344  -0.17966  -2.80698
O  0.41559  0.32706  -3.55054
C  -1.82086  2.02022  2.09438
H  -0.84355  -1.23000  -2.46528
H  0.13230  -0.04751  1.01461
H  -2.45310  -0.75735  -1.95317
H  -1.04377  -0.45085  2.87485
C  -0.37527  0.05506  -0.03821
H  2.72122  0.01646  -2.90520
C  -1.61785  -1.39350  -1.65971
H  3.17876  -1.38101  -0.07717
H  0.51556  -0.07276  -0.70294
H  -1.26211  1.42267  -1.25485
H  -0.38003  -2.07850  -0.01544
H  -1.96590  3.04607  2.39561
H  -1.42330  -1.79231  2.42265

Atoms 1-2, force components in eV/Å:
1.26 -3.17 3.85
1.17 -0.33 0.35